Molecular formula: C49H138N10O24
Method: DFT, ωB97M-V/def2-TZVPD

Summary:
E_tot: -117083.5327 eV
E_LUMO: 0.532 eV

Positions of all 221 atoms, in Å:
O1 19.538 17.478 10.106
H1 20.049 18.221 9.771
H2 18.927 17.883 10.784
O2 21.717 13.010 12.216
H3 21.087 13.659 11.867
H4 21.984 13.322 13.099
O3 14.597 15.692 13.220
H5 14.097 16.346 12.695
H6 14.514 14.869 12.675
O4 18.654 13.725 14.261
H7 19.141 13.179 14.912
H8 18.705 13.248 13.417
O5 19.681 15.080 11.925
H9 19.850 15.837 11.301
H10 18.956 15.397 12.444
O6 18.442 18.621 12.396
H11 18.076 17.749 12.711
H12 17.734 19.299 12.567
O7 17.423 16.327 13.460
H13 16.519 15.978 13.251
H14 17.862 15.570 13.975
C1 17.913 21.073 14.334
O8 17.302 21.056 13.273
N1 19.309 20.903 14.373
N2 17.295 21.291 15.577
H15 19.664 20.397 15.180
H16 19.651 20.512 13.505
H17 16.297 21.309 15.766
H18 17.753 21.331 16.465
C2 11.840 21.628 18.809
O9 11.497 20.562 17.878
C3 11.544 20.916 16.481
C4 12.013 19.731 15.715
N3 13.364 19.307 16.083
C5 13.993 18.225 15.315
C6 15.054 17.721 16.243
O10 14.340 17.123 17.320
C7 15.251 16.698 18.324
H19 11.060 22.368 18.729
H20 12.846 22.016 18.640
H21 11.774 21.277 19.850
H22 12.386 21.646 16.374
H23 10.616 21.281 16.051
H24 12.099 20.053 14.680
H25 11.244 18.937 15.764
H26 13.435 19.188 17.080
H27 14.492 18.544 14.378
H28 13.244 17.441 15.095
H29 15.746 18.571 16.552
H30 15.686 16.929 15.863
H31 16.153 16.306 17.846
H32 14.751 15.969 18.965
H33 15.587 17.518 18.983
C8 12.471 15.313 8.387
O11 13.018 14.178 9.062
C9 14.386 14.341 9.439
C10 14.736 13.173 10.262
N4 14.049 13.270 11.532
C11 14.321 12.140 12.413
C12 13.275 12.177 13.484
O12 12.020 11.811 12.969
C13 11.933 10.468 12.574
H34 11.603 14.830 7.919
H35 13.174 15.741 7.666
H36 12.213 16.069 9.105
H37 14.604 15.269 9.965
H38 15.006 14.397 8.481
H39 15.853 13.248 10.390
H40 14.535 12.196 9.738
H41 13.041 13.297 11.360
H42 15.282 12.266 12.893
H43 14.324 11.115 11.945
H44 13.204 13.182 13.916
H45 13.526 11.423 14.260
H46 12.354 9.747 13.288
H47 12.373 10.198 11.612
H48 10.851 10.220 12.641
C14 20.868 11.593 16.089
O13 19.441 11.875 16.281
C15 18.731 10.642 16.297
C16 17.350 10.860 16.872
N5 16.494 11.747 16.050
C17 15.397 12.278 16.819
C18 14.348 11.207 17.055
O14 14.805 10.264 17.976
C19 13.924 9.138 18.056
H49 21.095 10.604 16.537
H50 21.432 12.354 16.606
H51 21.230 11.455 15.059
H52 19.242 9.888 16.951
H53 18.663 10.165 15.263
H54 17.325 11.154 17.934
H55 16.953 9.851 16.951
H56 17.107 12.457 15.635
H57 14.911 13.109 16.292
H58 15.741 12.620 17.810
H59 13.947 10.627 16.165
H60 13.455 11.718 17.444
H61 14.429 8.320 18.557
H62 13.577 8.982 17.017
H63 13.057 9.346 18.716
C20 18.711 11.911 10.632
O15 18.264 11.970 12.015
C21 17.887 10.721 12.555
C22 19.006 9.697 12.431
N6 20.255 10.118 12.927
C23 21.384 9.297 12.581
C24 22.575 9.607 13.520
O16 23.710 8.882 12.983
C25 24.763 9.709 12.552
H64 19.608 11.356 10.487
H65 18.867 12.941 10.294
H66 17.882 11.595 9.972
H67 17.073 10.362 11.912
H68 17.503 10.817 13.564
H69 18.996 9.415 11.332
H70 18.604 8.825 12.945
H71 20.522 11.058 12.741
H72 21.806 9.431 11.523
H73 21.164 8.247 12.662
H74 22.363 9.291 14.505
H75 22.705 10.708 13.473
H76 25.335 9.195 11.762
H77 25.416 9.929 13.411
H78 24.387 10.603 12.077
C26 24.431 13.460 17.913
O17 23.940 12.642 16.867
C27 24.633 12.761 15.638
C28 24.331 14.084 14.899
N7 22.861 14.199 14.731
C29 22.269 15.481 14.253
C30 22.859 16.762 14.890
O18 23.033 16.597 16.264
C31 23.377 17.681 16.989
H79 25.520 13.370 17.978
H80 23.973 13.089 18.848
H81 24.102 14.488 17.734
H82 24.342 11.910 14.987
H83 25.726 12.630 15.693
H84 24.767 14.131 13.876
H85 24.767 14.909 15.482
H86 22.479 14.087 15.674
H87 21.185 15.355 14.307
H88 22.423 15.619 13.156
H89 22.239 17.661 14.661
H90 23.798 16.907 14.355
H91 23.489 17.386 18.037
H92 22.631 18.476 16.950
H93 24.368 18.072 16.747
C32 19.257 19.049 17.682
O19 19.966 18.611 16.503
C33 19.198 17.571 15.939
C34 19.079 16.329 16.833
N8 20.352 16.031 17.416
C35 20.662 14.831 18.103
C36 19.957 14.697 19.424
O20 20.318 15.777 20.337
C37 19.289 16.330 21.051
H94 18.299 19.453 17.409
H95 19.814 19.832 18.241
H96 19.209 18.162 18.304
H97 19.699 17.319 15.026
H98 18.091 17.816 15.696
H99 18.717 15.467 16.209
H100 18.353 16.518 17.641
H101 21.172 16.254 16.874
H102 21.710 14.734 18.354
H103 20.426 13.921 17.530
H104 20.223 13.723 19.877
H105 18.869 14.672 19.247
H106 18.517 16.615 20.340
H107 19.592 17.133 21.734
H108 18.815 15.594 21.709
C38 12.355 14.456 17.223
O21 12.912 13.872 18.429
C39 12.119 14.033 19.600
C40 10.849 13.116 19.622
N9 11.214 11.670 19.636
C41 10.113 10.796 19.274
C42 9.813 10.605 17.795
O22 10.916 10.108 17.109
C43 10.683 10.355 15.721
H109 11.915 15.439 17.389
H110 11.713 13.744 16.730
H111 13.213 14.711 16.634
H112 11.737 15.073 19.667
H113 12.780 13.728 20.457
H114 10.204 13.332 18.740
H115 10.222 13.310 20.510
H116 11.933 11.546 18.931
H117 9.162 11.080 19.819
H118 10.368 9.836 19.723
H119 9.490 11.563 17.357
H120 8.946 9.972 17.716
H121 9.676 9.984 15.438
H122 11.321 9.741 15.117
H123 10.738 11.436 15.475
C44 9.650 14.619 13.615
O23 9.896 15.926 13.105
C45 11.303 16.046 12.734
C46 11.481 17.398 12.146
N10 12.907 17.428 11.606
C47 13.475 18.711 11.288
C48 14.897 18.437 10.949
O24 14.928 17.622 9.773
C49 16.269 17.265 9.436
H124 10.260 14.474 14.522
H125 9.922 13.791 12.932
H126 8.600 14.583 13.910
H127 11.459 15.297 11.960
H128 11.982 15.857 13.573
H129 11.361 18.175 12.912
H130 10.689 17.564 11.453
H131 12.929 16.850 10.760
H132 13.434 19.332 12.186
H133 12.981 19.076 10.397
H134 15.490 17.995 11.764
H135 15.438 19.373 10.735
H136 16.669 16.491 10.128
H137 16.971 18.135 9.537
H138 16.326 16.735 8.472

Cartesian forces, eV/Å:
O -0.702 0.167 0.554
H 0.025 -0.067 0.076
H 0.816 -0.095 -0.509
O -0.003 -0.331 -0.104
H -0.028 0.015 0.380
H 0.003 0.063 -0.045
O 0.475 -0.692 -0.282
H -0.208 0.217 -0.057
H -0.090 0.326 0.219
O 0.056 0.137 0.351
H -0.331 0.102 -0.191
H 0.013 -0.147 -0.133
O 1.121 0.807 -1.590
H -0.140 -0.849 0.510
H -0.831 0.212 0.579
O -1.079 -0.174 0.061
H 0.224 0.844 0.068
H 0.877 -0.595 -0.184
O 0.296 -1.945 0.793
H 0.236 0.356 0.234
H -0.817 1.187 -0.744
C 0.407 -0.137 0.818
O -0.226 0.019 0.523
N -1.183 0.077 0.491
N -0.179 -0.110 -0.241
H -0.037 0.069 -0.095
H -0.150 0.014 0.037
H 0.199 -0.091 -1.247
H 0.983 -0.016 -0.258
C -0.775 -1.013 -0.511
O 0.112 0.415 0.475
C 2.077 0.607 1.181
C 0.561 -1.036 -0.694
N -0.392 1.083 -0.670
C -0.376 0.503 0.458
C 0.291 -0.291 0.462
O 0.769 0.295 0.868
C -0.134 0.273 0.220
H 0.044 0.800 -0.139
H -0.094 0.118 -0.221
H 0.116 -0.441 -0.541
H -0.874 0.031 -0.079
H -0.311 0.250 0.371
H -0.343 0.005 -0.362
H 0.254 -0.102 0.022
H -0.075 -0.473 0.046
H -0.535 0.191 0.293
H 0.488 -0.014 -0.092
H -0.872 -0.731 -0.027
H 0.271 -0.098 -0.768
H -0.071 -0.427 0.164
H 0.121 -0.154 -0.281
H -0.190 0.112 -0.280
C 0.065 -1.688 -0.022
O 0.637 0.743 0.252
C -0.061 0.205 -2.385
C 1.553 -0.776 0.009
N 0.132 -0.623 -0.004
C -0.074 -0.070 0.107
C 0.382 -1.158 0.839
O -0.543 0.244 -0.276
C -1.273 -0.966 0.618
H -0.018 0.978 -0.185
H -0.096 -0.136 -0.129
H -0.431 0.540 0.225
H -0.394 0.155 0.251
H -0.526 -0.225 0.986
H -0.894 -0.327 0.336
H 0.066 0.796 0.253
H 0.263 -0.013 -0.110
H 0.517 0.056 0.010
H 0.017 0.919 -0.022
H -0.127 -0.196 -0.013
H 0.106 0.593 -0.075
H 0.491 0.417 0.229
H -0.235 0.432 -0.195
H 0.548 0.175 -0.699
C -0.354 -0.849 0.362
O 1.770 -0.883 -0.616
C -0.547 -0.555 -0.248
C -0.300 -0.312 -0.251
N 1.404 -0.565 -0.250
C -0.275 -0.384 -0.315
C -1.441 0.068 -0.263
O 0.067 -0.913 0.720
C -0.331 1.201 0.213
H -0.080 0.577 0.191
H 0.135 0.150 -0.015
H -0.733 0.602 0.049
H -0.182 0.664 -0.406
H 0.190 0.745 1.110
H 0.558 0.415 -0.185
H -0.494 -0.148 -0.359
H -0.541 -0.002 0.330
H 0.239 -0.107 0.061
H -0.274 0.147 -0.063
H 0.908 0.919 0.264
H 0.013 -0.019 0.115
H 0.384 -0.233 -0.496
H -0.032 -0.788 0.618
H 0.147 0.190 -0.539
C -1.723 1.321 0.406
O 0.660 0.763 -0.619
C 0.100 -0.423 -1.196
C -1.486 -0.247 -1.523
N 0.788 -0.688 0.768
C 1.510 0.195 -0.549
C 0.052 0.110 -2.499
O -0.759 0.419 0.474
C 0.402 -0.496 -0.062
H 0.590 -0.589 0.002
H 0.286 -0.011 0.531
H 0.272 -0.581 0.348
H -0.225 -0.296 0.280
H 0.139 0.545 0.178
H 0.406 0.040 0.809
H 0.352 -0.398 0.215
H -0.358 1.123 -0.359
H -0.759 0.050 0.990
H -0.342 -0.496 0.114
H -0.072 -0.342 1.190
H 0.338 -0.470 0.215
H -0.126 -0.100 0.508
H 0.049 0.255 -0.354
H -0.128 0.602 0.062
C -0.380 -0.194 0.082
O 0.268 -0.435 -0.447
C 0.008 -0.172 -1.459
C -0.479 0.211 -0.473
N -0.218 0.629 0.628
C 0.639 0.069 -0.695
C -0.675 -0.041 -1.007
O -0.612 -2.222 -0.747
C 0.890 1.720 1.702
H -0.044 0.225 0.089
H 0.248 0.207 -0.431
H 0.326 0.148 0.230
H -0.352 0.432 0.530
H -0.105 0.272 0.651
H 0.036 -0.349 0.699
H -0.157 0.028 -0.114
H 0.013 -0.238 -0.321
H 0.013 0.190 0.498
H 0.158 -0.323 0.610
H 0.116 -0.528 0.174
H 0.526 0.278 0.338
H -0.330 -0.141 -0.045
H -0.063 0.144 -0.147
H 0.105 0.223 -0.489
C 1.666 0.005 0.235
O -1.051 0.917 0.534
C -1.706 -0.705 -0.036
C 0.292 -0.880 -0.149
N 1.450 0.806 0.174
C -0.734 -0.974 0.593
C -0.587 0.233 1.090
O 1.533 -1.138 -1.280
C -1.409 -0.543 0.551
H -0.699 -0.065 -0.084
H -0.023 -0.505 -0.637
H -0.409 0.242 0.558
H 0.209 -0.193 -0.683
H 1.719 0.336 0.152
H -0.180 0.667 0.268
H -0.013 -0.249 -0.329
H -0.323 0.533 -0.429
H 0.571 0.546 -0.359
H -0.229 -0.098 0.028
H -0.085 0.369 -0.004
H 0.105 0.225 0.260
H -0.423 0.713 0.115
H 0.302 0.058 -0.678
H -0.113 -0.241 0.150
C 0.947 -0.004 1.251
O -0.612 0.521 -0.182
C -0.850 -0.826 0.272
C 0.286 -0.530 -0.407
N -0.108 1.403 -0.300
C -0.694 -0.429 0.986
C -0.362 1.304 1.113
O 0.100 0.122 -1.065
C -0.903 -0.232 0.171
H -0.563 -0.148 0.353
H -0.450 -0.082 -0.287
H 0.485 -0.255 -0.687
H 0.507 -0.319 0.224
H -0.624 0.557 -0.719
H 0.335 0.199 0.295
H 0.427 0.123 -0.224
H 0.206 -0.067 0.071
H 0.973 0.032 -0.660
H -0.076 -0.408 -0.217
H 0.189 0.090 0.037
H -0.469 -0.725 -0.205
H 0.146 0.359 0.225
H 0.868 0.031 -0.027
H 0.194 -0.547 0.064
C 0.289 0.248 0.529
O 1.191 -0.541 -0.059
C -1.805 -0.542 0.288
C 2.150 0.602 0.382
N -2.129 -1.198 0.647
C 0.054 -0.842 0.227
C 1.571 0.744 -0.794
O 0.599 -0.041 0.066
C 0.640 -0.413 0.796
H -0.124 -0.077 -0.049
H -0.231 0.490 -0.045
H 0.078 -0.126 -0.208
H 0.426 -0.291 -0.155
H -0.197 -0.012 0.048
H 0.295 -0.128 -0.026
H -0.405 0.230 -1.071
H 0.056 0.249 0.441
H -0.223 0.353 -0.352
H -0.149 1.037 -0.043
H -0.462 -0.341 0.020
H -0.198 0.042 -0.103
H -0.268 0.435 0.129
H -0.679 -0.620 -0.547
H -0.314 0.837 0.032